Entry 1:
C3H8N | ωB97M-V/def2-TZVPD

Atoms and positions in Å:
1 C 1.55395 -1.07390 0.80313
2 N 0.45091 -0.64743 0.34206
3 C -0.07279 0.71499 0.07526
4 C -1.34074 0.60827 -0.77458
5 H 1.65566 -2.10608 1.11948
6 H 2.41550 -0.42985 0.90689
7 H -0.21272 -1.40256 0.16788
8 H -0.22618 1.25122 1.00590
9 H 0.67534 1.18984 -0.55893
10 H -1.83209 1.56536 -0.72236
11 H -1.98384 -0.19706 -0.55451
12 H -1.08301 0.52720 -1.81021

Force components x, y, z for each atom (eV/Å):
C 0.449 0.450 0.080
N -0.414 -1.071 0.428
C 0.151 -0.311 -1.341
C 1.145 1.165 -0.165
H -0.077 -0.103 -0.418
H -0.082 0.349 0.232
H -0.354 0.282 0.221
H 0.159 -0.201 0.181
H 0.159 0.357 0.452
H -0.555 0.160 0.288
H -0.911 -0.782 0.713
H 0.330 -0.296 -0.670

Calculated values
- M: 58.1 g/mol
- SMILES: C=[NH+]CC
- Largest force on an atom: 1.64 eV/Å
- LUMO energy: -5.40 eV
- Total energy: -173.571662 hartree
- Net charge: +1

=====

Entry 2:
C3H8N | ωB97M-V/def2-TZVPD

Atoms and positions in Å:
1 C -1.50889 -1.36862 -0.38285
2 C -2.16944 -0.91990 0.76905
3 H -1.34273 -2.43408 -0.55088
4 H -1.14317 -0.73059 -1.18490
5 H -2.38175 -1.56980 1.60941
6 H -2.36788 0.13359 0.93789
7 C 1.27531 0.85865 -0.31721
8 N 2.39730 1.42324 -0.14487
9 H 0.44156 1.42156 -0.72652
10 H 1.12636 -0.17376 -0.03774
11 H 3.16115 0.93280 0.32257
12 H 2.51217 2.42689 -0.29392

Force components x, y, z for each atom (eV/Å):
C -0.024 -0.938 -0.672
C 0.242 0.592 0.639
H -0.151 0.065 0.140
H -0.213 0.230 0.254
H -0.132 -0.339 -0.108
H -0.277 0.046 -0.235
C -0.022 0.393 -0.111
N -0.304 -0.032 0.647
H 0.187 0.142 -0.067
H 0.374 -0.148 0.006
H 0.155 0.051 -0.230
H 0.166 -0.064 -0.263

Calculated values
- Expectation value of S²: 0.75
- Multiplicity: 2
- M: 58.1 g/mol
- Largest force on an atom: 1.15 eV/Å
- LUMO energy (spin up / spin down): -9.96 / -13.69 eV
- Total energy: -173.030993 hartree
- Net charge: +2

=====

> Which value of M does entry 2 give?

58.1 g/mol

=====

What did the first record say?
C3H8N | ωB97M-V/def2-TZVPD

Atoms and positions in Å:
1 C 1.55395 -1.07390 0.80313
2 N 0.45091 -0.64743 0.34206
3 C -0.07279 0.71499 0.07526
4 C -1.34074 0.60827 -0.77458
5 H 1.65566 -2.10608 1.11948
6 H 2.41550 -0.42985 0.90689
7 H -0.21272 -1.40256 0.16788
8 H -0.22618 1.25122 1.00590
9 H 0.67534 1.18984 -0.55893
10 H -1.83209 1.56536 -0.72236
11 H -1.98384 -0.19706 -0.55451
12 H -1.08301 0.52720 -1.81021

Force components x, y, z for each atom (eV/Å):
C 0.449 0.450 0.080
N -0.414 -1.071 0.428
C 0.151 -0.311 -1.341
C 1.145 1.165 -0.165
H -0.077 -0.103 -0.418
H -0.082 0.349 0.232
H -0.354 0.282 0.221
H 0.159 -0.201 0.181
H 0.159 0.357 0.452
H -0.555 0.160 0.288
H -0.911 -0.782 0.713
H 0.330 -0.296 -0.670

Calculated values
- M: 58.1 g/mol
- SMILES: C=[NH+]CC
- Largest force on an atom: 1.64 eV/Å
- LUMO energy: -5.40 eV
- Total energy: -173.571662 hartree
- Net charge: +1

=====

Please write out number 2 again, unchanged.
C3H8N | ωB97M-V/def2-TZVPD

Atoms and positions in Å:
1 C -1.50889 -1.36862 -0.38285
2 C -2.16944 -0.91990 0.76905
3 H -1.34273 -2.43408 -0.55088
4 H -1.14317 -0.73059 -1.18490
5 H -2.38175 -1.56980 1.60941
6 H -2.36788 0.13359 0.93789
7 C 1.27531 0.85865 -0.31721
8 N 2.39730 1.42324 -0.14487
9 H 0.44156 1.42156 -0.72652
10 H 1.12636 -0.17376 -0.03774
11 H 3.16115 0.93280 0.32257
12 H 2.51217 2.42689 -0.29392

Force components x, y, z for each atom (eV/Å):
C -0.024 -0.938 -0.672
C 0.242 0.592 0.639
H -0.151 0.065 0.140
H -0.213 0.230 0.254
H -0.132 -0.339 -0.108
H -0.277 0.046 -0.235
C -0.022 0.393 -0.111
N -0.304 -0.032 0.647
H 0.187 0.142 -0.067
H 0.374 -0.148 0.006
H 0.155 0.051 -0.230
H 0.166 -0.064 -0.263

Calculated values
- Expectation value of S²: 0.75
- Multiplicity: 2
- M: 58.1 g/mol
- Largest force on an atom: 1.15 eV/Å
- LUMO energy (spin up / spin down): -9.96 / -13.69 eV
- Total energy: -173.030993 hartree
- Net charge: +2